Record 1
C29H24IOPY | the ωB97M-V functional and the def2-TZVPD basis

The net charge is +1. Its energy above the lowest of the compared OMol25 structures with the same formula, charge and spin is 27.3 kJ/mol. The total energy comes out at -50936.4701 eV.

Element x y z (Å)
H  4.2924  -3.1831  2.0134
C  1.8281  0.8827  -1.5080
H  -1.7039  -3.6362  -1.1330
C  0.9363  4.4738  0.0121
H  -0.9689  -1.4059  2.8717
C  1.6182  1.0552  -3.8946
H  -3.3675  -1.6246  1.3322
C  -2.2566  0.5286  -0.2824
C  2.9531  -5.7207  0.2441
Y  -0.4181  -0.9295  -0.1320
H  1.6097  6.4930  -0.2393
C  2.3828  -3.1597  1.0600
H  -2.2056  3.8745  0.5691
C  -3.9796  2.7741  0.0558
C  1.1222  6.0659  1.8062
O  -1.4757  -1.3727  2.0589
C  2.3220  0.6173  -2.7855
H  0.9700  -6.9437  -1.0298
H  2.3976  0.5708  -0.6380
C  0.6257  1.5811  -1.3364
C  0.1486  -3.1954  -0.1477
H  0.0223  3.0861  2.9734
H  3.2545  0.0820  -2.9052
C  0.7325  -5.9146  -0.7858
C  -2.6136  2.9144  0.2714
H  0.5717  5.3512  3.7560
C  -1.7825  1.8143  0.0944
C  -0.4738  -5.3837  -1.1105
C  -0.0892  1.9907  -2.4719
C  0.4138  1.7410  -3.7369
H  -1.2214  -5.9891  -1.6074
P  0.0122  1.8620  0.3651
C  0.4844  3.5112  0.9096
H  4.8328  -5.4714  1.2132
H  -1.0439  2.4892  -2.3532
C  1.7051  -5.1397  -0.0955
C  3.5792  -3.7164  1.4002
H  -4.6363  3.6251  0.1864
H  1.3700  7.0607  2.1539
H  -0.1364  2.0735  -4.6082
H  1.9985  0.8593  -4.8892
H  -3.3052  -1.0880  3.0109
C  1.3907  -3.8049  0.2652
H  3.1530  -6.7379  -0.0714
H  1.0388  4.2369  -1.0404
C  -0.7309  -4.0198  -0.8135
C  3.8801  -5.0255  0.9587
I  2.0017  -1.2614  1.8867
H  -4.0918  -0.4819  -0.8125
C  -4.4936  1.5451  -0.3357
C  0.3655  3.8297  2.2628
C  1.2577  5.7480  0.4625
H  -2.9037  -2.7873  2.5971
H  -5.5576  1.4416  -0.5128
C  -3.6408  0.4565  -0.4988
C  0.6742  5.1063  2.7071
C  -2.8484  -1.7487  2.2773

***

Record 2
C29H24N6O2STe4Ti | the ωB97M-V functional and the def2-TZVPD basis

The net charge is -2. Its energy above the lowest of the compared OMol25 structures with the same formula, charge and spin is 0.0 kJ/mol. The total energy comes out at -106627.2116 eV.

Element x y z (Å)
H  -4.7338  -1.5587  0.9906
H  2.7912  -0.0626  4.1299
Te  -1.6929  1.9200  -0.4780
N  -1.6744  -1.3102  -0.4479
C  4.5224  -5.3262  -1.8426
H  2.5286  -2.4968  -3.3517
H  -0.8766  -0.2743  6.3345
H  3.1366  -0.6568  -4.9079
Te  2.2371  3.9360  -0.3749
N  1.5459  -0.4976  1.6597
Te  -1.6036  3.2802  -2.7850
N  1.1495  0.1057  -1.7368
H  2.7143  -3.6377  1.1125
N  -0.9733  -0.5484  1.7330
H  6.5944  -6.5349  0.3489
C  -4.2740  -2.1213  -1.0264
C  1.4432  1.0888  -2.5842
S  0.9594  -3.5473  -1.1182
H  5.6327  -2.3108  2.6993
C  4.9395  -0.0944  0.2473
C  -1.9955  -1.8005  -1.6656
H  7.2439  -4.9693  -0.1263
C  3.2407  -4.8152  -2.0111
C  3.5813  0.0688  0.4710
C  2.2543  -1.4767  -3.1438
H  1.5825  0.0067  6.2650
C  -3.2496  -2.2165  -2.0047
N  -2.3226  -0.8182  1.7229
C  -0.3878  -0.4115  2.9879
C  2.6031  -4.2073  -0.9443
C  -0.3540  -0.2867  5.3850
C  2.5759  -0.4402  -4.0049
N  1.1266  -1.9663  -0.9451
O  0.2072  -4.0395  0.0008
C  5.6958  -0.9457  1.0419
C  1.0272  -0.3814  2.9372
C  -3.9890  -1.6475  0.2114
C  3.6995  -1.5047  2.2741
H  5.4095  0.4825  -0.5409
H  5.0268  -5.7972  -2.6796
C  6.5642  -5.7686  -0.4290
H  3.2127  -2.0796  3.0517
C  2.1769  0.8538  -3.7362
C  -2.6508  -1.2458  0.5272
Te  0.4587  2.6007  1.1004
C  5.0617  -1.6404  2.0648
H  -2.1441  -0.5084  4.1831
C  1.7168  -0.1823  4.1378
H  1.0712  2.0695  -2.3424
C  -1.0669  -0.4215  4.1992
H  -5.2845  -2.4297  -1.2716
H  3.0325  0.7985  -0.1112
H  6.7605  -1.0595  0.8744
H  6.9469  -6.2074  -1.3510
H  2.4010  1.6747  -4.4022
H  2.7235  -4.8919  -2.9582
C  5.1678  -5.2380  -0.6165
C  1.5410  -1.1550  -1.9916
H  4.9971  -4.5422  1.4069
O  0.5471  -3.9008  -2.4593
C  2.9241  -0.6412  1.4824
H  -3.4439  -2.5960  -2.9974
Ti  0.1103  -0.3542  0.1455
C  4.5015  -4.6317  0.4473
C  3.2284  -4.1184  0.2915
C  1.0274  -0.1397  5.3447
H  -1.1861  -1.8454  -2.3842

***

Record 3
C29H25F3NO10S5SbZr | the ωB97M-V functional and the def2-TZVPD basis

The net charge is -2. Its energy above the lowest of the compared OMol25 structures with the same formula, charge and spin is 215.5 kJ/mol. The total energy comes out at -122599.3487 eV.

Element x y z (Å)
H  5.1846  -1.7069  -2.7447
C  4.1381  -1.7666  -3.0127
F  -4.7278  -2.8508  -4.3508
O  -0.8930  -0.4955  4.2132
H  -0.6599  -3.9955  -2.8575
O  0.7637  3.2512  -0.0338
H  -0.8312  -6.5010  0.8590
C  -2.5007  2.4380  1.7180
C  1.0880  -5.8364  1.5153
O  0.8564  1.8342  3.4543
S  4.5908  3.4967  0.4142
H  2.1676  4.7213  0.3045
C  0.4825  1.9930  -2.1753
H  -4.4016  -0.7604  -2.8442
S  3.7471  1.7853  -0.5693
C  0.0555  2.3762  4.3090
H  2.9430  -4.9691  2.1309
Zr  0.2579  1.0130  1.6168
H  -0.5575  1.7044  -2.0517
H  0.0827  4.0593  -1.7928
O  -4.7647  3.5961  4.2587
H  -4.5902  3.7427  5.1946
C  1.0993  4.5568  0.4588
S  4.0829  3.5381  2.3824
C  -2.5961  -3.5306  -3.6215
C  2.0428  -4.8407  1.5448
C  -0.0974  -5.7063  0.8258
C  0.7496  4.7055  1.9173
C  -2.4415  -1.2297  -2.0677
H  3.4413  -1.6505  -1.0078
C  -1.3795  -2.1312  -2.0578
C  1.7920  -1.7982  -2.3912
C  3.1426  -1.7476  -2.0459
C  -2.4265  3.0787  4.3792
O  -3.3585  1.9703  -0.4427
H  0.4247  -1.8326  -4.0532
H  -4.5897  2.8838  1.7483
C  -3.6698  2.8579  2.3133
H  0.6745  2.1478  -3.2413
C  -0.3229  -4.5300  0.1230
Sb  0.3102  -1.6184  -0.8414
H  1.2026  5.6284  2.2842
F  1.3170  -6.9826  2.2077
H  1.1351  1.1913  -1.8403
C  3.7619  -1.8228  -4.3382
C  -3.6254  -2.6084  -3.5960
H  0.5363  5.2880  -0.1388
S  2.6718  0.5914  0.6896
H  -2.4006  -0.3264  -1.4667
O  0.7707  -0.8947  2.4839
O  -1.3855  -0.5147  1.8572
C  2.4397  -1.8453  -4.7289
C  -3.5755  -1.4594  -2.8379
H  2.1859  -1.8672  -5.7811
C  0.8030  3.2930  -1.4692
H  1.8039  3.6306  -1.7565
C  -1.4734  -3.2771  -2.8462
C  1.7923  -3.6736  0.8406
H  2.5137  -2.8649  0.9111
C  -1.3120  2.6432  3.6937
S  -0.6488  -1.2374  2.9918
C  -3.6149  3.1911  3.6656
O  0.2763  2.6905  5.4528
O  -0.8769  -2.6520  3.0324
H  -2.6828  -4.4190  -4.2341
F  4.7247  -1.8429  -5.2955
C  1.4627  -1.8280  -3.7418
N  -1.3577  2.3976  2.3933
H  -2.3532  3.2753  5.4411
C  0.6193  -3.5093  0.1052
C  -2.3932  1.9044  0.2996
H  -0.3296  4.7511  2.0817
O  -1.2411  1.4003  0.0547
H  1.2117  3.9097  2.5010
H  -1.2674  -4.4127  -0.3941

***

Record 4
C29H25F5N5OPtS | the ωB97M-V functional and the def2-TZVPD basis

The net charge is +1. Its energy above the lowest of the compared OMol25 structures with the same formula, charge and spin is 0.0 kJ/mol. The total energy comes out at -67639.6036 eV.

Element x y z (Å)
C  0.4144  -4.0249  -2.0820
C  3.4542  -3.5001  0.8490
C  -2.7050  -1.1512  2.5310
C  -2.0378  0.8637  -1.8715
F  -5.7208  -0.6748  4.4977
C  4.0438  0.9366  -1.6279
H  5.2721  -5.2418  1.8069
C  3.1155  -1.1536  0.2882
H  5.6270  4.4215  -2.9315
C  -3.9442  0.5269  -0.2661
H  -4.6397  0.8437  -1.0435
H  -1.3752  1.5823  1.7653
H  -1.1479  -2.4224  -2.0240
C  -4.0428  -1.1618  2.9223
C  2.9140  3.4073  -1.1847
S  -2.1776  -1.8566  1.0153
C  5.3339  -4.2857  2.3259
C  -0.2040  -2.8350  -1.7091
F  -1.2555  0.4145  5.4742
C  2.7541  -2.4998  0.1847
H  1.8449  4.3644  1.1558
H  -1.1668  0.4131  -2.3476
H  -3.6618  1.4058  0.3166
C  1.1334  3.5584  1.1488
Pt  0.3913  -0.2941  -0.1323
C  2.3952  2.2770  -0.5598
H  2.4372  4.3668  -1.0253
F  -4.9749  -1.6736  2.1264
C  4.0257  3.3265  -2.0049
C  2.9203  1.0053  -0.7965
C  4.9924  -1.8747  1.6436
O  -1.7514  -0.4810  0.1278
C  -4.4438  -0.6540  4.1449
H  4.0431  4.7310  -3.6325
H  -2.7493  1.1391  -2.6507
C  -3.4971  -0.1146  5.0023
C  -0.5004  2.1281  1.4557
N  0.3343  1.5881  0.5706
H  -4.4678  -0.1840  0.3686
H  4.9218  -4.4257  3.3272
H  0.0475  -4.7743  -2.7595
F  -3.8706  0.3784  6.1667
H  4.4651  5.4353  -2.0750
H  3.1020  -4.5229  0.7859
C  -0.0426  3.3840  1.8430
C  4.5934  2.0664  -2.1963
N  0.5633  -2.1679  -0.8503
H  6.3862  -4.0280  2.4368
N  1.6809  -2.8966  -0.6709
H  -0.4902  4.0611  2.5476
H  5.4654  1.9671  -2.8311
H  -1.7283  1.7733  -1.3555
N  2.3403  -0.1502  -0.2838
C  -2.1557  -0.0970  4.6448
C  4.5895  -3.2095  1.5856
C  4.5713  4.5457  -2.6952
H  5.8797  -1.6124  2.2070
C  4.2677  -0.8728  1.0312
C  -1.7738  -0.6264  3.4284
C  1.6170  -4.0192  -1.4119
C  -2.7308  -0.0857  -0.9243
H  4.5839  0.1583  1.1235
H  -3.0045  -1.0113  -1.4368
H  4.4769  -0.0363  -1.8227
F  -0.4810  -0.6175  3.1173
N  1.3346  2.4709  0.3801
H  2.4347  -4.7177  -1.4200

***

Record 5
C29H25FN3O2Pd | the ωB97M-V functional and the def2-TZVPD basis

The net charge is -1. Its energy above the lowest of the compared OMol25 structures with the same formula, charge and spin is 219.8 kJ/mol. The total energy comes out at -45243.7327 eV.

Element x y z (Å)
H  -0.2344  2.4773  -2.6924
H  -2.2756  -2.5130  -1.8258
C  0.5039  2.9445  1.3948
C  1.9163  -1.5513  0.7185
H  1.4656  -0.7667  0.0694
C  -1.9664  -1.2423  -3.5269
H  -1.8580  0.1696  4.4108
C  -2.0415  0.1883  3.3441
H  3.2639  1.3146  0.2514
H  -3.1922  -2.9840  -3.2726
H  -3.6925  -1.5837  -2.2894
O  -3.6269  0.2151  -1.3296
C  -2.3141  0.2063  0.6274
C  3.4061  1.8346  4.1717
H  -4.4079  -0.0467  0.9244
H  4.3965  -2.5265  1.1836
C  -0.2876  0.3296  -5.0987
H  3.3524  3.3357  -1.1761
C  -2.8363  -2.1346  -2.6866
H  2.5316  2.3795  3.8223
H  6.1024  -1.6879  2.7625
C  4.8893  -0.0578  3.4456
C  4.1918  -1.6501  1.7876
N  -1.3137  0.0519  -1.5628
H  0.3755  0.9400  -5.7041
C  2.9615  -1.0148  1.6551
H  1.0322  1.2875  -2.2786
C  5.1500  -1.1780  2.6747
H  -0.9124  -0.9047  -6.7475
C  0.4100  1.7119  -3.1194
C  -0.9753  0.3524  2.4833
N  1.4881  0.8214  2.2522
H  1.0787  2.1846  -3.8432
H  5.6332  0.3103  4.1442
C  0.4332  0.4335  3.0597
C  2.7297  0.1258  2.4321
H  4.2667  2.5052  4.1607
O  0.6291  0.0522  4.1895
N  -1.1160  0.3632  1.1807
H  -0.2479  2.8981  2.1724
H  2.3320  -2.3363  0.0868
C  -3.3100  0.0457  2.7917
C  1.6331  4.2098  -0.2826
H  -0.1197  4.8913  0.7401
C  3.6752  0.6151  3.3299
C  -1.2674  -0.1741  -2.9372
H  -2.3884  -2.3032  -5.3322
C  2.4553  2.0281  0.2969
C  -0.3998  0.6093  -3.7393
Pd  0.4436  0.9592  -0.4561
H  -4.1775  -0.0729  3.4296
C  -1.8307  -1.4827  -4.8901
C  2.5501  3.2116  -0.4603
H  3.2147  1.5402  5.2062
F  1.7338  5.3515  -1.0176
C  -1.0027  -0.7046  -5.6858
C  1.4389  1.8818  1.2714
H  1.0793  -1.9729  1.2828
C  0.5972  4.0887  0.6253
C  -3.4517  0.0553  1.4191
C  -2.4540  0.1730  -0.9099

***

Record 6
C29H26B2F4N7O8S2Ta | the ωB97M-V functional and the def2-TZVPD basis

The net charge is +2. Its energy above the lowest of the compared OMol25 structures with the same formula, charge and spin is 0.0 kJ/mol. The total energy comes out at -92743.2558 eV.

Element x y z (Å)
C  -1.3687  0.6584  3.4688
H  -0.8118  0.4316  6.2768
C  1.5939  -5.8846  1.4560
C  0.8310  0.0915  -2.1983
N  3.5446  -0.4956  0.2832
C  3.4150  1.8591  0.0070
H  -4.5594  -1.8202  -0.8604
C  0.8096  1.5831  -2.1171
H  0.6332  -3.2671  3.4707
C  4.5080  1.8799  -0.8629
S  0.2947  0.4812  3.2856
H  2.0660  3.0313  1.2038
N  0.2743  -0.4605  -1.1928
Ta  -0.3908  0.7137  0.8048
H  2.8553  -5.7822  -0.2769
C  -4.4351  2.3365  -1.0757
C  0.9704  -5.1772  2.5079
C  -1.8476  0.5649  5.9928
H  5.8995  3.1122  -1.9196
H  1.4493  -6.9533  1.3875
C  1.9012  -3.1912  1.7225
B  -0.9222  3.8255  -0.1257
C  2.3752  -5.2446  0.5283
C  4.5296  4.2797  -0.7478
H  -4.7244  2.9578  -0.2258
C  2.8918  3.0499  0.5062
H  3.8618  -2.8639  -0.8874
B  -0.9140  -2.4469  -0.7262
O  0.2558  -1.8303  -1.1928
H  -5.4442  -0.3660  -0.3524
C  -3.3279  1.4437  -0.6547
F  -0.2299  2.5660  1.3565
O  -4.3727  -0.0250  1.9336
O  -3.9956  2.3976  2.2086
C  2.5263  -3.8561  0.6729
S  -3.6694  1.0529  2.5618
C  3.4550  4.2589  0.1305
C  -2.2116  0.6850  4.6634
C  -4.1850  0.8029  6.5743
H  1.2749  -1.6727  -3.3147
N  0.1735  2.0147  -1.0979
H  0.9742  -0.2225  -4.2943
O  2.1849  -1.8583  1.6786
O  0.0996  3.3695  -0.9814
N  -2.2354  -0.5527  -0.6916
N  -2.2313  1.8733  -0.1521
O  -2.1926  -1.9268  -0.7420
O  1.5670  0.5515  0.7809
H  4.9216  0.9494  -1.2270
C  -2.8561  0.6229  6.9470
H  0.3658  -5.7281  3.2157
H  -2.6064  0.5313  7.9948
N  2.9709  -1.6984  0.5627
H  4.9688  5.2246  -1.0386
C  1.4216  -0.6001  -3.3737
H  3.0601  5.1832  0.5298
C  1.1052  -3.8148  2.6687
C  -4.5535  0.9341  5.2370
C  -4.6794  -0.7540  -1.0223
H  2.4908  -0.3827  -3.4248
H  2.4730  2.0915  -3.3201
H  -5.5847  1.0845  4.9491
F  -0.7735  -3.7082  -0.4018
C  2.8162  0.5740  0.4063
H  0.9117  2.3234  -4.1060
C  1.4469  2.4264  -3.1593
H  -4.0913  3.0102  -1.8625
C  3.2152  -2.8394  -0.0250
H  -4.9495  0.8479  7.3379
F  -0.7876  5.0414  0.3279
H  1.4513  3.4700  -2.8641
H  -5.2898  1.7701  -1.4301
C  -3.5406  0.8674  4.3079
F  -0.6151  -1.1721  1.1362
O  -2.1839  3.2436  -0.0508
H  -5.0035  -0.5861  -2.0524
C  -3.3984  -0.0443  -0.7808
C  5.0549  3.0911  -1.2447
N  -2.0126  0.7883  2.3248

***

Record 7
C29H26ClIMnN4O5S | the ωB97M-V functional and the def2-TZVPD basis

The net charge is +1. As for the expectation value of S²: 6.069. Its energy above the lowest of the compared OMol25 structures with the same formula, charge and spin is 21.0 kJ/mol. The total energy comes out at -109468.0980 eV. The spin multiplicity is 5.

Element x y z (Å)
H  -0.1178  -3.0164  -2.5549
C  3.2409  -0.7059  5.4781
I  2.4105  1.5413  1.8549
C  2.0848  -3.2830  -0.0088
C  3.3670  0.0874  4.3448
C  0.1301  -1.6285  -0.9453
H  -0.0788  -1.3573  5.3416
C  -0.4289  2.5677  -0.0967
Cl  5.8588  4.1469  0.9385
C  0.9795  -0.0960  3.9636
H  4.1168  -0.9372  6.0676
H  2.8519  -3.9287  0.3926
N  -5.0027  1.0886  1.9187
C  1.7496  -4.9071  -1.8841
Mn  -0.0254  0.5049  1.2029
C  4.3387  4.0297  0.1118
C  -2.7210  0.4290  1.7757
C  -4.0078  0.6230  1.2028
C  4.2170  3.1766  -0.9769
H  -4.0425  -0.7544  -0.4356
N  0.7646  -1.3017  0.1841
O  -1.7615  -0.0613  1.0174
O  -0.7985  2.7187  1.0715
C  -0.4499  3.6684  -1.1449
C  -4.8191  1.3761  3.2178
H  -5.6844  1.7712  3.7364
H  -3.5328  0.8705  -0.8676
H  -0.6409  -0.9449  -1.2746
C  1.7291  -2.1152  0.6333
H  5.0777  2.6126  -1.3125
H  -1.2640  3.4830  -1.8461
N  -0.1582  0.2576  3.1818
S  1.9983  -6.2780  -1.0237
C  2.0011  -1.2141  5.8357
C  -3.6325  1.1998  3.8801
C  -2.5345  0.7171  3.1325
H  3.7797  1.6157  -3.0395
H  2.5390  2.6892  -3.7033
H  -1.2799  0.4917  4.8711
C  1.4258  -3.6263  -1.1817
H  4.3343  0.4710  4.0484
H  -4.4608  1.9365  5.7002
O  0.7481  3.6250  -1.8917
C  0.4350  -2.7715  -1.6587
H  1.9796  -5.6604  -3.7509
C  0.8771  -0.9205  5.0794
O  0.0596  1.4313  -0.4776
C  3.0062  3.0433  -1.6408
H  1.1862  5.1944  0.2773
C  2.8460  2.1299  -2.8192
H  -3.3067  0.6315  5.9235
H  3.3598  5.4244  1.4065
H  2.2299  -1.8132  1.5462
H  1.9061  -1.8546  6.7012
H  -5.2476  0.5490  -0.5152
C  2.0314  4.6257  -0.0831
H  1.7360  -3.9450  -3.6993
H  -0.6239  4.6294  -0.6627
C  1.9111  3.7859  -1.1798
C  -4.2253  0.3037  -0.2420
O  -2.4307  2.4157  5.6167
C  -1.2832  0.4754  3.7837
H  2.0655  1.3916  -2.6249
C  -3.5102  1.5345  5.3431
N  1.7562  -4.8313  -3.2229
C  2.2400  0.3745  3.5985
C  3.2556  4.7607  0.5594
H  -2.6084  3.2655  5.1980

***

Q: Number 3 is which compound?
A: C29H25F3NO10S5SbZr